[1]
64
Properties=species:S:1:pos:R:3 method="wB97M-V/def2-TZVPD" charge=+2 energy_ev=-45935.002 s_squared=6.02 de_lowest_kj_mol=102.9 multiplicity=5 homo_ev="-10.252 / -14.659" homo_lumo_gap_ev="5.1 / 6.4"
P 1.759 0.726 -2.045
P -1.940 0.744 1.568
C -0.833 -1.069 -0.527
C -2.070 -0.394 0.098
H -0.038 -0.329 -0.581
H -1.110 -1.260 -1.584
H -2.584 0.143 -0.729
H -2.830 -1.143 0.456
C -1.161 0.158 3.097
H -1.217 0.967 3.847
H -0.104 -0.136 2.953
H -1.775 -0.703 3.435
C -3.701 0.839 1.907
H -3.901 -0.086 2.468
H -4.247 0.843 0.959
H -3.941 1.732 2.499
C 3.593 0.576 -2.085
H 4.015 1.529 -2.410
H 3.933 -0.242 -2.741
H 3.902 0.352 -1.057
C 1.250 0.661 -3.814
H 0.166 0.462 -3.830
H 1.754 -0.148 -4.380
H 1.426 1.641 -4.276
Pd 1.808 -1.334 -0.071
C -0.455 -2.504 -0.002
C 0.702 -2.559 1.040
C 1.546 -3.852 1.068
C 2.529 -4.034 -0.142
C 2.756 -2.786 -0.987
C 1.844 -2.289 -1.971
C 0.625 -3.074 -2.365
C -0.286 -3.503 -1.157
C 1.448 2.410 -1.454
H -1.334 -2.872 0.586
H 0.176 -2.378 2.009
H 0.877 -4.724 1.260
H 2.225 -3.755 1.957
H 3.529 -4.311 0.255
H 2.235 -4.858 -0.822
H 3.796 -2.393 -1.078
H 2.318 -1.698 -2.772
H 1.013 -4.001 -2.852
H 0.062 -2.605 -3.197
H -1.288 -3.727 -1.563
H 0.123 -4.447 -0.773
H 0.380 2.635 -1.364
H 1.895 2.976 -2.276
H 1.889 2.576 -0.482
C 0.560 2.760 3.112
C -0.720 3.156 2.480
C -1.312 4.415 2.614
C -2.274 4.542 1.570
C -2.254 3.349 0.840
C -2.879 3.037 -0.449
N -1.390 2.447 1.470
H 1.070 1.961 2.549
H 0.351 2.449 4.164
H 1.217 3.663 3.145
H -1.050 5.150 3.387
H -2.951 5.369 1.355
H -3.857 2.536 -0.273
H -3.055 4.007 -0.962
H -2.220 2.403 -1.080

[2]
72
Properties=species:S:1:pos:R:3 method="wB97M-V/def2-TZVPD" charge=0 energy_ev=-72316.082 s_squared=2.02 multiplicity=3 homo_ev="-8.048 / -8.053" homo_lumo_gap_ev="7.9 / 5.4"
Au -1.331 -0.828 0.887
C 1.862 -0.252 2.726
O 1.328 0.075 1.465
Si 1.710 1.464 0.650
C 3.548 1.504 0.238
C 1.363 2.912 1.776
C 0.731 1.397 -0.933
Si -0.003 3.029 -1.495
C -1.046 2.911 -3.055
C -1.080 3.820 -0.179
C 1.476 4.132 -1.904
Si 0.939 0.010 -2.156
C 2.248 -2.128 -0.824
C -0.697 -0.311 -3.048
C 2.245 0.510 -3.409
H 1.758 0.575 3.433
H 2.922 -0.519 2.648
H 1.309 -1.108 3.113
H 4.143 1.664 1.139
H 3.766 2.324 -0.446
H 3.890 0.585 -0.231
H 2.083 2.917 2.596
H 0.360 2.827 2.192
H 1.449 3.871 1.267
H -1.951 2.318 -2.916
H -0.507 2.514 -3.914
H -1.362 3.924 -3.310
H -1.455 3.055 0.503
H -1.933 4.305 -0.653
H -0.547 4.570 0.401
H 2.107 3.687 -2.673
H 2.098 4.303 -1.026
H 1.139 5.104 -2.266
H 2.097 -1.899 0.227
H 3.254 -1.818 -1.117
H 2.176 -3.208 -0.977
H -1.782 0.274 -1.510
H -0.615 -1.276 -3.558
H -0.908 0.428 -3.821
H 3.199 0.730 -2.935
H 1.937 1.400 -3.956
H 2.401 -0.294 -4.129
O 0.061 -3.260 2.302
C -0.219 -3.585 1.175
N -0.834 -2.692 0.255
S -1.065 -3.336 -1.210
O 1.262 -1.521 -1.615
O -1.810 -0.444 -2.159
C -0.398 -4.898 -0.789
C -0.267 -6.020 -1.593
C 0.301 -7.147 -1.020
C 0.727 -7.149 0.309
C 0.591 -6.018 1.098
C 0.021 -4.890 0.531
H -0.597 -6.021 -2.623
H 0.417 -8.041 -1.617
H 1.166 -8.044 0.725
H 0.913 -5.997 2.130
C -2.541 2.567 3.072
C -2.864 1.294 2.287
C -4.080 1.525 1.383
C -3.164 0.158 3.268
O -1.735 1.021 1.493
H -3.393 2.892 3.670
H -2.275 3.371 2.385
H -1.695 2.389 3.735
H -4.992 1.667 1.965
H -4.215 0.660 0.733
H -3.928 2.404 0.758
H -3.952 0.442 3.966
H -2.267 -0.090 3.835
H -3.488 -0.735 2.730

[3]
81
Properties=species:S:1:pos:R:3 method="wB97M-V/def2-TZVPD" charge=-2 energy_ev=-144421.275 s_squared=8.77 de_lowest_kj_mol=3.4 multiplicity=6 homo_ev="-1.912 / -2.292" homo_lumo_gap_ev="6.0 / 6.2"
Ru 0.194 -0.421 0.170
S 3.612 -0.291 3.400
Sb 2.292 1.053 2.121
S -0.008 0.445 2.426
S 2.425 0.325 -0.190
S 2.612 3.300 2.256
C -4.362 -5.244 2.928
C -4.824 -4.620 1.624
C -5.116 -5.649 0.546
O -3.887 -3.600 1.220
P -2.542 -3.754 0.360
S -2.895 -3.881 -1.557
S -1.338 -2.335 1.125
O -2.038 -5.181 0.936
C -0.707 -5.649 0.601
C -0.854 -6.899 -0.237
C 0.038 -5.867 1.897
H -5.138 -5.915 3.309
H -4.166 -4.470 3.672
H -3.444 -5.810 2.771
H -5.734 -4.052 1.815
H -4.237 -6.260 0.339
H -5.414 -5.169 -0.385
H -5.925 -6.299 0.893
H -0.194 -4.880 0.018
H -1.371 -7.678 0.333
H 0.132 -7.273 -0.528
H -1.429 -6.679 -1.138
H -0.496 -6.598 2.512
H 0.118 -4.930 2.448
H 1.044 -6.243 1.699
C -2.982 4.573 -1.472
N -2.720 3.351 -0.753
C -3.368 3.262 0.547
P -2.018 1.968 -1.355
O -1.195 1.357 -0.268
N -1.147 2.459 -2.659
C 0.265 2.798 -2.382
C -1.313 1.813 -3.962
N -3.261 0.999 -1.832
C -4.355 1.545 -2.618
C -3.166 -0.462 -1.891
H -2.599 5.437 -0.918
H -4.062 4.731 -1.616
H -2.496 4.551 -2.445
H -3.058 4.099 1.180
H -3.081 2.344 1.056
H -4.463 3.291 0.450
H 0.379 3.248 -1.397
H 0.606 3.517 -3.132
H 0.889 1.905 -2.417
H -2.357 1.579 -4.153
H -0.727 0.894 -4.043
H -0.990 2.515 -4.738
H -4.325 2.633 -2.646
H -5.317 1.247 -2.187
H -4.329 1.175 -3.648
H -2.399 -0.835 -1.225
H -2.949 -0.815 -2.904
H -4.117 -0.892 -1.567
C 2.940 -2.877 1.059
C 3.431 -2.766 -0.359
C 4.791 -2.772 -0.633
C 5.257 -2.641 -1.930
Cl 6.991 -2.688 -2.237
C 4.382 -2.465 -2.981
C 3.015 -2.447 -2.726
C 2.549 -2.629 -1.430
O 1.217 -2.620 -1.119
C 0.299 -2.706 -2.214
C 0.040 -1.360 -2.851
O -0.013 -1.299 -4.084
O -0.177 -0.387 -2.041
H 3.530 -2.245 1.723
H 3.004 -3.913 1.407
H 1.906 -2.568 1.160
H 5.494 -2.862 0.187
H 4.754 -2.318 -3.986
H 2.324 -2.259 -3.539
H -0.629 -3.073 -1.785
H 0.659 -3.407 -2.965

[4]
70
Properties=species:S:1:pos:R:3 method="wB97M-V/def2-TZVPD" charge=+1 energy_ev=-41743.101 multiplicity=1 homo_ev=-11.864 homo_lumo_gap_ev=9.7
C 0.915 -4.471 3.483
C 0.281 -3.859 4.743
C -1.259 -3.662 4.672
C -1.733 -2.200 4.666
C -2.316 -1.738 3.342
C -1.307 -1.695 2.228
O -1.906 -1.859 0.921
C -1.255 -1.022 0.098
O -1.035 -1.185 -1.081
O -0.860 0.068 0.813
C -0.356 -0.442 2.071
C 1.021 -1.043 1.931
O 1.970 -0.145 1.339
C 3.235 -0.277 1.799
F 3.735 -1.505 1.531
F 4.006 0.650 1.187
F 3.328 -0.096 3.140
N -0.570 0.448 3.157
C 0.422 1.534 3.327
C 0.374 2.054 4.765
C -0.753 3.047 4.995
H 1.586 -5.269 3.770
H 0.177 -4.857 2.791
H 1.527 -3.767 2.927
H 0.750 -2.911 4.988
H 0.490 -4.531 5.564
H -1.598 -4.190 3.787
H -1.673 -4.163 5.535
H -2.528 -2.121 5.399
H -0.936 -1.551 5.012
H -2.855 -0.805 3.471
H -3.065 -2.470 3.050
H -0.722 -2.604 2.365
H 1.329 -1.398 2.909
H 0.965 -1.913 1.286
H -1.443 0.913 2.940
H 1.425 1.201 3.133
H 0.179 2.377 2.685
H 0.302 1.208 5.439
H 1.314 2.568 4.939
H -1.718 2.551 5.012
H -0.638 3.507 5.970
H -0.736 3.844 4.264
C 2.556 1.286 -6.292
C 1.315 1.974 -6.871
C 0.406 2.641 -5.841
N -0.729 1.795 -5.301
C -1.893 1.887 -6.229
C -0.364 0.353 -5.054
C 0.334 0.367 -3.713
C -0.505 1.350 -2.897
C -1.130 2.309 -3.918
H 2.343 0.289 -5.908
H 3.317 1.174 -7.062
H 2.992 1.875 -5.484
H 0.757 1.287 -7.510
H 1.663 2.772 -7.528
H -0.075 3.512 -6.283
H 0.987 2.987 -4.989
H -1.593 1.510 -7.204
H -2.201 2.926 -6.301
H -2.705 1.286 -5.831
H -1.299 -0.202 -4.994
H 0.218 -0.036 -5.883
H 1.360 0.724 -3.808
H 0.370 -0.620 -3.257
H 0.095 1.875 -2.157
H -1.286 0.824 -2.357
H -0.787 3.334 -3.818
H -2.215 2.299 -3.867

[5]
72
Properties=species:S:1:pos:R:3 method="wB97M-V/def2-TZVPD" charge=+2 energy_ev=-66371.110 de_lowest_kj_mol=0.0 multiplicity=1 homo_ev=-13.566 homo_lumo_gap_ev=5.5
Zr -0.467 -0.121 -0.275
O -0.892 0.150 1.738
C -1.510 -0.752 2.550
C -2.061 -1.962 2.080
C -2.576 -2.875 3.040
C -3.227 -4.040 2.620
C -3.447 -4.291 1.276
C -2.966 -3.435 0.305
C -2.263 -2.328 0.631
O -1.703 -1.699 -0.443
N -3.872 -4.914 3.523
O -3.727 -4.676 4.744
O -4.572 -5.905 3.070
H -1.451 -0.537 3.628
H -2.521 -2.657 4.114
H -3.991 -5.190 0.996
H -3.112 -3.584 -0.782
C 2.203 -2.980 1.722
Si 3.178 -1.331 1.418
C 5.040 -1.644 1.324
C 2.736 -0.179 2.889
Si 2.105 -0.477 -0.269
Si 1.708 -1.369 -2.350
C -0.048 -0.903 -2.955
C 1.830 -3.198 -2.295
C 3.173 -0.927 -3.424
Si 2.011 1.944 -0.500
C 1.478 3.263 -1.774
C 3.919 2.114 -0.519
C 1.310 2.663 1.118
H 2.849 -3.748 2.146
H 1.641 -3.408 0.873
H 1.433 -2.774 2.473
H 5.499 -1.732 2.319
H 5.564 -0.844 0.718
H 5.277 -2.598 0.770
H 2.994 -0.738 3.781
H 1.646 0.052 2.938
H 3.261 0.766 2.835
H -0.734 -0.120 -2.474
H -0.706 -1.794 -3.064
H 0.120 -0.425 -3.956
H 1.000 -3.701 -1.780
H 2.786 -3.546 -1.844
H 1.826 -3.596 -3.337
H 3.123 0.109 -3.830
H 3.275 -1.619 -4.283
H 4.066 -0.972 -2.777
H 2.289 3.405 -2.508
H 1.266 4.232 -1.295
H 0.598 2.970 -2.337
H 4.366 1.611 -1.409
H 4.380 1.734 0.403
H 4.068 3.165 -0.619
H 0.440 2.182 1.534
H 1.016 3.716 0.986
H 2.050 2.529 1.912
C -3.529 4.101 -2.475
C -3.364 3.643 -1.033
C -2.616 4.705 -0.210
C -4.716 3.269 -0.421
C -2.507 2.405 -1.024
N -1.661 1.637 -0.771
H -4.182 4.970 -2.581
H -4.014 3.321 -3.096
H -2.578 4.340 -2.967
H -3.231 5.577 -0.054
H -1.691 5.090 -0.699
H -2.361 4.317 0.772
H -5.356 4.178 -0.376
H -4.613 2.892 0.585
H -5.261 2.536 -1.027

[6]
76
Properties=species:S:1:pos:R:3 method="wB97M-V/def2-TZVPD" charge=0 energy_ev=-64537.041 multiplicity=1 homo_ev=-7.815 homo_lumo_gap_ev=8.1 smiles="CCN(CC[Si@H](N=C(C)C)[PH2]=N)C(C)=O.C[C@@H]1COC(=O)O1.C[C@@H]1COC(=O)O1.C[C@@H]1COC(=O)O1"
C -0.794 -3.629 -3.255
C -1.350 -2.213 -3.239
N -1.114 -1.515 -1.963
C -1.491 -0.094 -2.062
C -2.471 0.326 -0.961
Si -1.873 -0.116 0.745
N -0.148 0.155 0.861
C 0.415 0.051 2.003
C 1.450 -1.002 2.291
C 0.105 0.960 3.177
P -2.300 -2.297 1.154
N -3.784 -2.380 1.762
C 0.215 -1.734 -1.475
C 1.370 -0.924 -2.004
O 0.419 -2.594 -0.625
H -1.326 -4.191 -4.018
H 0.260 -3.636 -3.514
H -0.971 -4.123 -2.306
H -2.427 -2.266 -3.371
H -0.946 -1.666 -4.091
H -0.643 0.589 -2.058
H -1.983 0.049 -3.021
H -3.479 -0.027 -1.165
H -2.544 1.417 -0.980
H -2.550 0.609 1.811
H 1.082 -1.582 3.137
H 1.555 -1.659 1.436
H 2.404 -0.573 2.587
H 0.012 1.991 2.858
H -0.814 0.641 3.663
H 0.902 0.877 3.912
H -2.167 -3.085 -0.001
H -1.368 -2.857 2.059
H -4.169 -1.445 1.821
H 1.587 -0.170 -1.248
H 2.252 -1.547 -2.076
H 1.170 -0.400 -2.929
C 4.111 -1.286 -7.945
C 3.267 -0.827 -6.783
C 3.089 -1.845 -5.679
O 1.804 -1.496 -5.145
C 1.099 -0.892 -6.135
O -0.059 -0.644 -6.080
O 1.901 -0.611 -7.187
H 4.211 -0.492 -8.684
H 5.107 -1.569 -7.605
H 3.647 -2.138 -8.441
H 3.647 0.118 -6.384
H 3.850 -1.776 -4.905
H 3.045 -2.870 -6.053
C -5.548 0.547 6.962
C -5.458 0.628 5.459
C -4.547 -0.394 4.818
O -4.101 0.292 3.639
C -4.164 1.625 3.891
O -3.686 2.468 3.206
O -4.837 1.860 5.042
H -6.239 1.297 7.346
H -5.899 -0.437 7.270
H -4.575 0.738 7.414
H -6.455 0.593 5.014
H -5.054 -1.314 4.541
H -3.676 -0.632 5.433
C 3.389 3.125 0.700
C 4.218 3.408 1.929
C 3.424 3.575 3.205
O 4.248 4.466 3.964
C 4.981 5.199 3.088
O 5.625 6.149 3.376
O 4.868 4.688 1.835
H 4.029 2.994 -0.172
H 2.798 2.217 0.835
H 2.718 3.958 0.490
H 4.994 2.647 2.049
H 3.282 2.639 3.739
H 2.454 4.050 3.040

- What is the charge in the second record?
  0

- Which of these has the lowest charge?
  C21H40ClN3O6P2RuS6Sb